13
Properties=species:S:1:pos:R:3:forces:R:3:lowdin_charge:R:1 method="wB97M-V/def2-TZVPD" homo_energy_ev=-9.1 e_tot_ha=-642.83231 homo_lumo_gap_ha=0.3599 multiplicity=1 lumo_energy_ev=0.7 smiles="[H]/N=C(/NC)NS"
H -2.3497 -0.1411 1.0287 0.4937 0.0476 0.2133 0.04
N -1.6838 0.2354 0.3561 1.6340 -0.9447 -0.0514 0.12
C -0.4880 -0.2786 0.3947 -1.0637 0.4681 -0.3821 -0.59
N 0.4898 0.0965 -0.5256 -1.1273 0.2539 0.0657 -0.10
C 0.0541 0.9322 -1.6050 -0.5252 1.4599 -0.4828 -0.14
N 0.0534 -1.2507 1.2550 -0.5007 -0.2878 1.6936 -0.37
S 1.7449 -1.1611 1.6174 -0.3639 0.3052 0.2326 0.72
H 0.9892 -0.7011 -0.8477 0.6257 -0.5320 0.0136 0.08
H 0.8542 1.0298 -2.3518 -0.1687 -0.1252 0.2896 0.08
H -0.1274 1.9485 -1.1788 -0.0710 -0.7070 -0.5549 0.09
H -0.8775 0.5880 -2.1075 0.5127 0.1681 0.3763 0.08
H -0.5022 -1.4880 2.1115 0.6100 0.5929 -1.3953 0.09
H 1.8431 0.1901 1.8529 -0.0555 -0.6991 -0.0183 -0.11

18
Properties=species:S:1:pos:R:3:forces:R:3:lowdin_charge:R:1 method="wB97M-V/def2-TZVPD" homo_energy_ev=-3.5 e_tot_ha=-422.58479 homo_lumo_gap_ha=0.2717 multiplicity=1 charge=-1 lumo_energy_ev=3.9 smiles="CC(C)[C@@H]1C(=O)C=C1[O-]"
C -1.4117 -0.6556 1.2951 -0.1387 1.0976 0.9629 -0.07
C 0.0160 -0.0796 0.7668 -1.3127 -1.3998 1.3310 -0.39
C 1.0872 -1.0838 1.2348 2.1470 1.6680 -0.4889 -0.10
C 0.0209 0.0696 -0.6933 1.3647 2.0198 -1.1229 -0.17
C 1.2665 0.9871 -1.6941 -1.7119 -4.0761 2.1245 -0.35
O 2.3668 0.5034 -1.9147 0.1770 1.5015 -0.3043 -0.05
C 0.1961 1.7774 -2.0590 -0.3060 -0.9030 1.6537 -0.03
C -0.8598 1.1381 -1.3049 0.8376 -0.0181 -0.7905 -0.46
O -2.0785 1.2691 -1.2340 -0.1606 0.2930 0.0430 -0.03
H -1.6467 -1.3965 0.5638 -0.1456 -1.1081 -0.2338 0.04
H -2.4010 -0.0466 1.2994 2.1399 -0.2201 -0.0387 0.08
H -1.2845 -1.1083 2.3371 -0.2060 0.4384 -1.3603 0.06
H 0.2572 0.8752 1.2069 -0.1057 0.4021 0.4907 0.12
H 2.0829 -0.5467 1.1987 -0.8812 -0.3143 0.0996 0.09
H 1.3529 -1.9695 0.6636 -0.9090 -0.1923 -0.4555 0.07
H 0.9579 -1.3558 2.2515 -0.2647 -0.3972 1.0892 0.03
H -0.1050 -0.8760 -1.1507 -0.2788 -1.2001 -0.7663 0.11
H 0.1828 2.4985 -2.7670 -0.2454 2.4088 -2.2334 0.03

45
Properties=species:S:1:pos:R:3:forces:R:3:mulliken_spin:R:1 method="wB97M-V/def2-TZVPD" homo_energy_ev="-11.8 / -11.8" e_tot_ha=-3860.06115 homo_lumo_gap_ha="0.2317 / 0.2194" multiplicity=2 charge=+1 s2=0.822 lumo_energy_ev="-5.5 / -5.8"
Pd -0.5317 0.0131 -1.4010 0.1881 -0.3875 -0.2444 -0.10
C -1.9093 -3.9037 0.1491 0.0136 0.0026 0.0130 0.01
C -1.9770 -2.9751 -0.8931 0.0541 -0.0215 0.0061 0.00
N -1.2745 -1.8942 -0.5788 -0.0871 -0.0068 -0.1047 0.01
N -0.7569 -2.0915 0.6536 0.0606 0.0041 -0.0545 0.00
C -1.1147 -3.3052 1.1058 -0.0703 0.0271 0.0300 0.00
B 0.1178 -0.9209 1.1732 -0.0760 -0.0238 0.0598 0.01
N -0.7894 0.3092 1.4092 -0.0932 -0.0560 0.0084 0.00
C -1.3129 0.8706 2.5131 0.1230 0.1010 0.0185 0.00
C -2.2528 1.8024 2.1244 0.0022 0.0102 -0.0003 0.00
C -2.2558 1.7487 0.7292 -0.0048 -0.0161 -0.0164 0.00
N -1.3818 0.8399 0.3188 -0.1808 -0.0493 0.0169 -0.02
N 0.9076 -0.5828 -0.1595 -0.0602 0.5716 0.1494 0.24
C 2.0822 -0.9582 -0.5105 0.0388 -0.0601 -0.1961 -0.02
C 2.5345 -1.0905 -1.8476 -0.0369 -0.0072 -0.0161 0.44
C 1.6500 -0.9753 -2.9719 0.0783 0.2178 0.0663 -0.06
N 0.4336 -0.6059 -2.9513 -0.4130 -0.3025 0.0313 0.43
N 0.9238 -1.2820 2.3829 0.0571 -0.0497 -0.0670 0.00
C 0.4641 -1.7142 3.5885 -0.0074 -0.0153 -0.0212 0.00
C 1.5468 -1.9199 4.4008 0.0062 0.0139 0.0055 0.00
C 2.6524 -1.5851 3.5966 0.0001 0.0057 0.0078 0.00
N 2.2776 -1.2041 2.3901 -0.0075 0.0221 0.0200 0.00
H -2.3701 -4.8741 0.1964 0.0000 0.0008 0.0020 0.00
H -2.4873 -3.0429 -1.8400 0.0159 -0.0040 -0.0036 0.00
H -0.7865 -3.6599 2.0681 0.0092 -0.0094 -0.0039 0.00
H -0.9568 0.6017 3.4932 -0.0282 -0.0278 0.0005 0.00
H -2.8463 2.4356 2.7591 0.0107 0.0106 -0.0035 0.00
H -2.8243 2.3220 0.0152 -0.0129 -0.0039 0.0088 0.00
H 2.7331 -1.2601 0.3133 -0.0202 0.0315 0.0339 0.03
H 3.5570 -1.3979 -2.0156 -0.0037 -0.0044 0.0035 0.01
H 2.0685 -1.2239 -3.9486 0.0053 0.0014 0.0008 0.01
H -0.5903 -1.8443 3.7757 0.0019 0.0097 0.0047 0.00
H 1.5443 -2.2590 5.4215 0.0041 -0.0038 -0.0041 0.00
H 3.7001 -1.6075 3.8495 -0.0024 -0.0024 0.0003 0.00
Br -0.0135 6.1495 -3.7185 -0.0087 0.0109 -0.0039 0.00
C -0.0585 4.3915 -3.0470 0.0027 -0.0202 0.0385 0.00
C 0.3614 4.1493 -1.7432 0.0087 0.0231 -0.0415 0.00
C 0.3313 2.8575 -1.2459 -0.0007 -0.0665 0.0594 -0.01
C -0.1339 1.8374 -2.0590 0.5815 -0.0424 0.1679 0.03
C -0.5009 2.0526 -3.3777 -0.2165 0.1026 0.0647 -0.01
C -0.4938 3.3603 -3.8590 0.0145 -0.0041 -0.0452 0.00
H 0.7043 4.9657 -1.1229 0.0076 -0.0046 0.0013 0.00
H 0.6498 2.6616 -0.2302 -0.0058 0.0155 -0.0004 0.00
H -0.8197 1.2514 -4.0295 0.0483 -0.0018 0.0063 0.00
H -0.8014 3.5582 -4.8764 0.0034 0.0087 0.0010 0.00

8
Properties=species:S:1:pos:R:3:forces:R:3:lowdin_charge:R:1 method="wB97M-V/def2-TZVPD" homo_energy_ev=-8.9 e_tot_ha=-511.81113 homo_lumo_gap_ha=0.3562 multiplicity=1 lumo_energy_ev=0.8 smiles="[H]/N=C/PO"
H -1.2181 -2.0915 -1.1844 -0.4550 -2.3134 0.3484 0.01
N -1.0364 -1.1388 -1.1624 0.6452 2.0185 0.1836 0.02
C -0.3057 -0.7133 -0.2229 -0.0788 -0.0849 0.4238 -0.48
P 0.3218 0.9681 -0.3365 1.1763 0.9160 -0.1308 0.81
O 0.9624 0.9754 1.1992 0.1195 0.4252 0.2993 -0.42
H 0.2046 -1.2067 0.6720 -0.8497 -0.1757 -1.1476 0.09
H -0.7874 1.8698 -0.2348 -0.0719 -0.6843 0.3503 -0.06
H 1.8588 1.3370 1.2699 -0.4855 -0.1015 -0.3270 0.04

How do the records compare in energy relative to the best compared isomer or geometry (same formula, charge and spin)? In the order shown, they have 12.77; 18.99; 32.58; 33.28 kcal per mole.